Run A
Entry from OMol25: a cluster of 5 separate species, C2H15N2O4 in total (ωB97M-V/def2-TZVPD).

Atoms and positions in Å:
C: -0.417 -1.523 0.342
C: 0.044 -0.298 0.612
N: -0.624 0.631 1.389
N: 0.327 -2.390 -0.587
H: -1.338 -1.886 0.744
H: 0.981 0.093 0.182
H: -0.018 1.254 1.907
H: -1.376 0.269 1.986
H: 1.066 -1.834 -1.154
H: -0.274 -2.864 -1.273
H: 0.808 -3.126 -0.086
H: -3.615 -0.260 3.340
H: -2.494 -0.113 4.343
O: -2.644 -0.206 3.393
H: 2.476 2.425 -1.715
H: 0.981 2.054 -1.481
O: 1.895 1.697 -1.461
H: -1.249 3.132 -1.525
H: -0.994 2.119 -0.375
O: -0.740 2.337 -1.293
H: 2.464 -1.159 -2.860
H: 2.092 0.036 -1.942
O: 2.044 -0.949 -2.025

## Properties
Highest occupied orbital energy in eV: -12.51
Net charge: +1

***

Run B
Entry from OMol25: a cluster of 5 separate species, C2H15N2O4 in total (ωB97M-V/def2-TZVPD).

Atoms and positions in Å:
C: -0.816 2.209 -0.091
C: 0.485 2.054 0.195
N: 1.495 1.226 -0.498
N: -1.610 2.845 0.837
H: -1.379 1.780 -0.899
H: 0.898 2.507 1.088
H: 1.455 0.265 -0.156
H: 1.229 1.084 -1.477
H: 2.425 1.635 -0.483
H: -1.147 3.253 1.629
H: -2.604 2.743 0.791
H: -2.482 -2.802 -1.012
H: -2.420 -1.594 -0.214
O: -2.027 -1.946 -1.022
H: -0.108 -3.114 1.040
H: -0.751 -3.510 2.380
O: -0.207 -2.861 1.949
H: 2.707 -1.570 1.214
H: 3.810 -1.776 0.164
O: 2.997 -1.253 0.333
H: -0.578 -0.290 -2.708
H: -0.955 -0.780 -1.290
O: -0.416 -0.106 -1.770

## Properties
Highest occupied orbital energy in eV: -12.06
Net charge: +1

***

Stability summary - winner: run A; margin: 1.115 eV.